Record 1
{
  "formula": "C34H33N6O14",
  "method": "ωB97M-V/def2-TZVPD",
  "de_lowest_kcal_mol": 36.2,
  "orbital_gap_ev": 5.5,
  "charge": -1,
  "lumo_ev": 0.0,
  "e_tot_ha": -2696.20014,
  "homo_energy_ha": -0.1988,
  "symbols": ["C", "O", "O", "O", "H", "C", "C", "C", "C", "C", "C", "N", "O", "O", "H", "H", "H", "H", "H", "C", "C", "C", "C", "C", "C", "N", "O", "O", "H", "H", "H", "H", "H", "C", "C", "C", "C", "C", "C", "N", "O", "O", "H", "H", "H", "H", "H", "C", "C", "C", "C", "C", "C", "N", "O", "O", "H", "H", "H", "H", "H", "C", "C", "C", "C", "C", "C", "N", "O", "O", "H", "H", "H", "H", "H", "C", "O", "N", "C", "C", "H", "H", "H", "H", "H", "H", "H"],
  "positions_angstrom": [[1.20943, 0.01897, 0.40326], [0.92343, 1.19797, 0.48426], [0.30843, -0.88503, 0.02926], [2.33643, -0.40303, 0.54026], [-0.30257, -0.40103, -0.33774], [-1.07957, -3.74003, -1.74774], [-2.21057, -2.84103, -2.36274], [-2.57457, -3.07003, -3.86774], [-1.84057, -4.18303, -4.65274], [-0.88457, -5.06603, -3.96674], [-0.50657, -4.74403, -2.41974], [-2.16857, -4.42003, -6.04974], [-3.06357, -3.57703, -6.63274], [-1.76957, -5.47403, -6.63774], [-0.91557, -3.48603, -0.69874], [-2.59957, -2.06203, -1.76974], [-3.21257, -2.29603, -4.32074], [-0.55857, -5.81703, -4.47574], [0.28743, -5.33403, -1.87474], [-1.81257, 0.52297, 5.27426], [-1.01157, 0.29297, 4.00726], [-1.18957, -1.09503, 3.31626], [-2.27357, -1.98403, 3.87026], [-2.96457, -1.86703, 5.15426], [-2.51957, -0.42503, 5.86626], [-2.61857, -3.23603, 3.07526], [-3.56257, -3.95103, 3.51326], [-1.95457, -3.33403, 2.09926], [-1.67057, 1.45997, 5.74626], [-0.40957, 1.02497, 3.72426], [-0.55757, -1.22503, 2.48326], [-3.46457, -2.56303, 5.56626], [-2.84857, -0.09703, 6.81226], [-5.37257, 2.30997, 4.19026], [-4.12557, 2.91997, 3.36226], [-3.51357, 2.15297, 2.25126], [-4.06857, 0.85897, 1.75526], [-5.21057, 0.16397, 2.73626], [-5.76457, 0.89597, 3.90426], [-3.61157, 0.15597, 0.59626], [-2.56757, 0.54097, 0.02926], [-4.18057, -0.94303, 0.35926], [-5.92657, 2.87797, 5.01526], [-3.71357, 3.72697, 3.85926], [-2.86957, 2.66597, 1.72126], [-5.67357, -0.87603, 2.32026], [-6.78757, 0.57497, 4.31626], [4.62143, -1.68603, -1.46074], [4.97743, -1.92903, -2.93974], [6.47943, -2.43103, -3.19674], [7.33343, -2.88603, -1.98074], [6.86843, -2.51803, -0.61374], [5.42843, -1.97403, -0.38274], [8.62843, -3.67503, -2.09574], [9.42043, -3.44403, -1.10374], [8.96343, -4.06703, -3.21574], [3.73143, -1.32103, -1.12874], [4.19243, -1.68303, -3.76274], [6.56243, -2.72703, -4.21374], [7.34243, -2.91003, 0.34726], [5.02043, -1.78203, 0.63326], [0.45443, 1.46097, -3.00074], [1.27543, 2.43797, -3.93574], [0.57743, 3.37197, -4.73774], [-1.05557, 3.44697, -4.67474], [-1.76557, 2.62497, -3.63574], [-0.97057, 1.49897, -2.85074], [-1.85457, 4.38297, -5.51874], [-3.08357, 4.45697, -5.74674], [-1.09457, 5.13297, -6.22274], [0.77343, 0.62297, -2.29574], [2.32143, 2.40597, -3.86774], [1.08443, 4.17997, -5.30574], [-2.83657, 2.60997, -3.73674], [-1.35257, 0.98597, -2.07374], [1.87843, 4.23997, 4.44826], [1.41443, 3.18197, 4.98526], [2.40943, 4.18497, 3.21726], [2.94143, 5.32997, 2.54126], [2.45343, 2.96897, 2.37726], [1.88643, 5.25197, 5.00126], [2.33543, 5.76297, 1.73926], [3.83543, 5.27697, 2.22726], [2.76743, 6.25997, 3.24826], [1.65743, 2.30897, 2.63026], [3.31643, 2.31897, 2.27126], [1.92743, 3.36197, 1.46326]],
  "lowdin_charge": [-0.95, -0.01, 0.11, -0.01, -0.04, -0.09, 0.04, 0.05, -0.14, 0.10, -0.05, -0.27, -0.03, 0.03, 0.09, 0.04, 0.08, 0.01, 0.11, -0.12, 0.07, 0.08, -0.11, 0.12, -0.04, -0.36, 0.02, 0.09, 0.09, 0.02, 0.06, 0.00, 0.06, -0.02, 0.00, 0.02, -0.07, 0.05, -0.12, -0.33, 0.06, 0.03, 0.10, 0.04, 0.04, 0.14, 0.10, -0.09, 0.02, 0.03, -0.12, 0.03, -0.06, -0.32, 0.00, 0.05, 0.03, 0.11, 0.05, 0.11, 0.11, 0.00, -0.04, 0.01, -0.07, 0.07, -0.02, -0.33, 0.03, -0.01, 0.11, 0.06, 0.09, 0.08, 0.01, -0.31, -0.08, -0.19, -0.07, -0.02, 0.14, 0.09, 0.01, 0.12, 0.05, 0.10, 0.11]
}

---

Record 2
{
  "formula": "CH3N4P",
  "method": "ωB97M-V/def2-TZVPD",
  "de_lowest_kcal_mol": 33.0,
  "orbital_gap_ev": 8.3,
  "lumo_ev": -0.8,
  "e_tot_ha": -600.13434,
  "homo_energy_ha": -0.3344,
  "symbols": ["C", "N", "N", "N", "N", "P", "H", "H", "H"],
  "positions_angstrom": [[0.77806, -0.66554, 0.99537], [1.64718, 0.18019, 1.21927], [1.26227, 1.46136, 0.71495], [0.14271, 1.55943, 0.27543], [-0.95966, -0.38688, -1.28919], [-0.76555, 0.15895, 0.24282], [0.78310, -1.59324, 1.46090], [-2.26921, -0.86960, -1.55404], [-0.61889, 0.15534, -2.06550]],
  "lowdin_charge": [-0.31, -0.04, -0.10, -0.25, -0.30, 0.73, 0.03, 0.23, 0.00]
}

---

Record 3
{
  "formula": "C4H8ClN",
  "method": "ωB97M-V/def2-TZVPD",
  "de_lowest_kcal_mol": 46.2,
  "orbital_gap_ev": 10.4,
  "lumo_ev": 1.1,
  "e_tot_ha": -672.06313,
  "homo_energy_ha": -0.3424,
  "symbols": ["N", "C", "Cl", "C", "C", "C", "H", "H", "H", "H", "H", "H", "H", "H"],
  "positions_angstrom": [[-1.74421, 1.75780, -0.16174], [-1.09184, 0.57276, 0.38248], [-2.36763, -0.69248, 0.17432], [0.38362, -0.24653, -0.48769], [1.71652, -0.31788, 0.10718], [0.76500, -1.49078, 0.21442], [-1.91745, 1.63377, -1.17107], [-1.15097, 2.53581, -0.17934], [-0.83935, 0.63389, 1.52099], [0.24571, -0.29129, -1.49670], [2.13855, 0.27979, 0.93094], [2.44982, -0.36405, -0.66292], [1.15584, -2.29661, -0.33005], [0.25640, -1.71419, 1.15919]],
  "lowdin_charge": [-0.06, -0.61, 0.54, -0.24, -0.16, -0.16, 0.08, 0.04, 0.12, 0.08, 0.11, 0.08, 0.08, 0.10]
}

---

Record 4
{
  "formula": "C3H4FO3S",
  "method": "ωB97M-V/def2-TZVPD",
  "de_lowest_kcal_mol": 88.3,
  "orbital_gap_ev": [5.7, 8.6],
  "charge": -1,
  "lumo_ev": [2.9, 3.7],
  "e_tot_ha": -840.38272,
  "homo_energy_ha": [-0.1043, -0.1784],
  "symbols": ["C", "C", "C", "O", "O", "O", "F", "S", "H", "H", "H", "H"],
  "positions_angstrom": [[1.67274, 0.00687, 0.21246], [1.36676, 0.83098, -0.94242], [0.43679, -0.26245, -0.60995], [-3.58348, -0.25269, -0.10225], [-2.46126, -1.72582, 1.59624], [-2.34913, 0.76209, 1.76492], [0.41885, -1.36694, -1.55721], [-2.59828, -0.43257, 0.96902], [2.58363, -0.48806, 0.23952], [1.42541, 0.36641, 1.23403], [1.16935, 1.83936, -0.85986], [1.91862, 0.72282, -1.94448]],
  "lowdin_charge": [-0.17, -0.20, -0.18, -0.40, -0.39, -0.41, -0.12, 0.52, 0.06, 0.11, 0.05, 0.13]
}

---

Record 5
{
  "formula": "C4H5CdO2",
  "method": "ωB97M-V/def2-TZVPD",
  "de_lowest_kcal_mol": 8.4,
  "orbital_gap_ev": 5.8,
  "charge": -1,
  "lumo_ev": 3.5,
  "e_tot_ha": -473.56385,
  "homo_energy_ha": -0.0864,
  "symbols": ["O", "C", "C", "C", "C", "O", "Cd", "H", "H", "H", "H", "H"],
  "positions_angstrom": [[-3.03062, 0.90077, 0.39816], [-2.77146, -0.21799, -0.33560], [-1.59289, -0.91444, -0.20762], [-0.63471, -0.79642, 0.84691], [0.52528, -1.54120, 0.84748], [1.41311, -1.59378, 1.77661], [1.86528, -0.97392, 3.59013], [-3.34522, -0.35095, -1.26446], [-3.48836, 0.17528, 1.07123], [-1.36619, -1.61348, -1.01954], [-0.86291, -0.16620, 1.71165], [0.69494, -2.19704, -0.02862]],
  "lowdin_charge": [-0.09, -0.35, -0.17, -0.16, -0.40, -0.64, 0.29, 0.08, 0.18, 0.09, 0.08, 0.10]
}